Arrangement A

13
Properties=species:S:1:pos:R:3 method="wB97M-V/def2-TZVPD" multiplicity=1 total_charge=0 homo_energy_ev=-8.65
C -1.57307 0.60544 0.64754
C -0.13469 0.56644 0.27726
C 0.72974 1.48958 -0.20996
C 1.82791 -0.46921 0.01255
H -1.99226 -1.62853 -0.00057
H -1.79901 0.29954 1.67571
H -1.84746 1.66423 0.60101
H 0.63631 2.49376 -0.51343
H 2.83237 1.29088 -0.64868
N 1.97005 0.86623 -0.31537
O 2.62081 -1.36640 -0.02584
O 0.53760 -0.62979 0.40545
S -2.62418 -0.46047 -0.39423

Arrangement B

13
Properties=species:S:1:pos:R:3 method="wB97M-V/def2-TZVPD" multiplicity=1 total_charge=0 homo_energy_ev=-9.03
C 0.74414 1.40597 0.16388
C -0.45024 -1.02298 0.14561
C 0.40073 -1.48649 -0.79014
C 0.42884 -2.93391 -1.04458
H -0.01522 4.26654 0.31216
H 1.62891 0.83890 -0.03427
H -1.07870 -1.75555 0.66624
H 1.03476 -0.85327 -1.36329
H 1.10319 -3.22998 -1.86663
N 0.88337 2.67411 0.08951
O -0.27616 3.33059 0.41885
O -0.21969 -3.76233 -0.44883
S -0.72691 0.60581 0.69065

Arrangement C

13
Properties=species:S:1:pos:R:3 method="wB97M-V/def2-TZVPD" multiplicity=1 total_charge=0 homo_energy_ev=-8.79
C 1.85788 -0.11816 0.04255
C -0.10250 1.16512 0.32050
C -1.29017 0.25764 -0.18207
C -0.83681 -1.19136 -0.35729
H 0.03598 0.75433 1.34091
H -0.30440 2.27187 0.23875
H -1.72991 0.58779 -1.14401
H -2.05722 0.24057 0.64233
H -1.50075 -1.77958 -0.90112
N 0.20529 -1.80685 -0.06760
O 1.11386 0.92378 -0.37002
O 1.19210 -1.08125 0.62602
S 3.41665 -0.22390 -0.18894

Arrangement D

13
Properties=species:S:1:pos:R:3 method="wB97M-V/def2-TZVPD" multiplicity=1 total_charge=0 homo_energy_ev=-8.93
C -1.28006 -0.35525 1.35478
C 0.22806 -1.05689 -0.49785
C 0.98131 0.14634 -1.23026
C 0.77534 1.33521 -0.16381
H -1.71168 -1.35275 1.18957
H 0.53187 -2.38598 -0.64326
H -0.96286 -0.94784 -0.98879
H -0.24267 1.83960 -0.56236
H 1.57620 1.93190 -0.07255
N -0.05027 -0.50779 0.88993
O 1.55691 -0.12309 -2.29738
O 0.79969 0.65513 0.97473
S -2.20183 0.82141 2.04725

Which one sits at the top of the stability order? arrangement A does.

Arrangement A

24
Properties=species:S:1:pos:R:3 method="wB97M-V/def2-TZVPD" multiplicity=1 total_charge=0 homo_energy_ev=-8.74
C -2.44881 0.86573 2.98948
C -2.05257 2.07823 2.54229
C -0.80516 1.25057 4.29769
C 1.57966 -0.13903 -1.30721
C -0.57667 -1.44840 -0.25295
C 0.72014 0.58576 0.82022
C -0.09324 1.31286 -0.16171
C 0.37306 -0.15830 -0.36959
N -0.96493 2.33621 3.36887
O 0.21773 1.15592 4.95464
O -1.83720 0.41039 4.06166
Cl 0.21623 2.85982 -1.26674
H -3.26725 0.21198 2.67961
H 2.44752 -0.19553 -0.73645
H 1.75604 0.78047 -1.79563
H 1.75728 -1.02181 -1.91404
H -1.58516 -1.00017 -0.49554
H -0.23893 -2.41556 -0.61487
H -0.61513 -1.56220 0.82559
H -2.47404 2.67214 1.68760
H 1.75219 0.57576 1.01110
H 0.28937 0.31557 1.72860
H -1.19922 1.38457 0.20838
H -0.21613 3.01553 3.35687

Arrangement B

24
Properties=species:S:1:pos:R:3 method="wB97M-V/def2-TZVPD" multiplicity=1 total_charge=0 homo_energy_ev="-7.85 / -7.83"
C 0.25226 1.18123 2.48073
C 0.35046 1.41137 1.17050
C 1.11263 3.20614 2.34898
C 0.95573 -1.51659 -0.31480
C -0.46426 -1.75376 -2.36538
C -1.63043 -1.45165 -0.11807
C -0.11249 0.37750 -1.26776
C -0.34861 -1.17126 -0.99008
N 0.93123 2.63911 1.12286
O 1.53262 4.27698 2.59741
O 0.54818 2.35511 3.20883
Cl -1.43128 1.32441 -1.57192
H -0.41236 0.58024 3.04426
H 0.91541 -0.79217 0.42040
H 1.93032 -1.46958 -0.89661
H 1.05375 -2.48882 0.06387
H -1.49014 -1.58405 -2.66846
H 0.19102 -1.43211 -3.18262
H -0.27897 -2.90828 -2.31442
H -1.46212 -1.18240 0.88270
H -1.88369 -2.55074 -0.04358
H -2.45729 -0.90870 -0.46646
H 0.86772 0.75515 -1.42435
H 1.33033 3.10286 0.28397

Which one sits at the top of the stability order? arrangement A does.

Arrangement A

42
Properties=species:S:1:pos:R:3 method="wB97M-V/def2-TZVPD" multiplicity=1 total_charge=-2 homo_energy_ev=-1.12
Pt -1.38384 -0.04032 -2.14500
Te -2.39080 -2.33661 -2.32376
Te -5.07471 -1.95796 -2.71687
Te -5.38459 -0.17739 -0.71810
Te -3.49971 1.54486 -1.65861
O 3.55888 3.19490 -0.95004
C 3.33223 2.54876 0.17301
O 4.19146 2.41216 1.02169
C 1.95458 2.01613 0.36973
C 1.47858 1.44538 1.53468
Cl 2.32058 1.04317 2.96622
N 0.17736 1.11355 1.34090
N -0.20381 1.41878 0.09176
C 0.83612 1.94446 -0.51058
C 0.66790 2.36276 -1.95648
O 1.53111 3.16153 -2.40540
O -0.30927 1.91699 -2.58879
C -0.82249 0.58534 2.21088
C -1.83347 -0.17358 1.63112
C -2.85143 -0.66672 2.43044
C -2.86170 -0.40968 3.79526
C -1.85677 0.36441 4.35799
C -0.83693 0.87687 3.56822
H 2.71197 3.24108 -1.55536
H -1.83884 -0.34184 0.55780
H -3.64394 -1.23743 1.96275
H -3.66139 -0.79600 4.41576
H -1.86956 0.59091 5.41751
H -0.07803 1.50841 4.00417
C 2.39886 -2.46806 -2.27495
C 0.96319 -2.16100 -1.84052
C 0.91642 -1.94081 -0.33172
C 0.42263 -0.95816 -2.61290
H 2.77945 -3.38019 -1.80276
H 3.05954 -1.64199 -1.99363
H 2.46278 -2.58945 -3.35899
H 0.35318 -3.04303 -2.07829
H 1.45611 -1.02318 -0.07382
H 1.38521 -2.76826 0.21114
H -0.11355 -1.83596 0.01333
H 0.40726 -1.20072 -3.68196
H 1.14943 -0.14213 -2.49582

Arrangement B

42
Properties=species:S:1:pos:R:3 method="wB97M-V/def2-TZVPD" multiplicity=1 total_charge=-2 homo_energy_ev=-0.89
Pt 1.91051 0.86867 0.34075
Te 4.39791 1.19107 -0.03835
Te 4.58831 3.62787 -1.24495
Te 2.85511 5.11587 0.29005
Te 0.96071 3.23367 0.76585
O -2.76779 0.69407 4.34035
C -3.22759 0.87147 3.17385
O -4.39739 1.14447 2.90565
C -2.24999 0.74787 2.01385
C -2.62539 0.69477 0.68875
Cl -4.24889 0.57047 0.15915
N -1.50149 0.67507 -0.12705
N -0.39919 0.72497 0.69155
C -0.83499 0.74957 1.99075
C 0.13371 0.75347 3.05925
O -0.29229 0.72487 4.30695
O 1.35541 0.78427 2.83505
C -1.35869 0.73177 -1.49545
C -2.45469 0.82477 -2.37845
C -2.26259 0.91237 -3.73575
C -0.98589 0.92017 -4.28475
C 0.10541 0.83807 -3.42645
C -0.06829 0.74137 -2.06895
H -1.36939 0.68437 4.35715
H -3.45489 0.83707 -1.99135
H -3.13099 0.99177 -4.38125
H -0.84589 0.99707 -5.35365
H 1.10951 0.86357 -3.82865
H 0.81681 0.66197 -1.41945
C 0.38701 -2.42683 1.11315
C 1.36111 -2.22153 -0.04065
C 2.05201 -3.56203 -0.33935
C 2.43211 -1.17083 0.26175
H -0.37909 -3.16003 0.85065
H -0.10609 -1.49503 1.36485
H 0.92121 -2.77233 1.99675
H 0.78811 -1.93183 -0.93365
H 2.65181 -3.86653 0.51905
H 2.71421 -3.48103 -1.20075
H 1.31691 -4.34723 -0.53715
H 3.24851 -1.35703 -0.45535
H 2.85501 -1.38463 1.25625

Which one sits at the top of the stability order? arrangement A does.

Arrangement A

24
Properties=species:S:1:pos:R:3 method="wB97M-V/def2-TZVPD" multiplicity=1 total_charge=0 homo_energy_ev=-11.69
C -0.89628 2.69583 -0.32621
C -2.18801 3.44546 -0.59663
N -3.16714 3.77601 -1.12290
H 0.04045 3.25803 -0.11232
H -0.80684 1.88783 -1.00892
H -0.97295 2.30208 0.75633
C 2.27934 1.15570 0.91912
C 2.67808 -0.05109 0.27000
N 2.99979 -1.07026 -0.16492
H 1.63948 0.83830 1.70123
H 1.83261 1.79292 0.15014
H 3.23005 1.66159 1.22203
C -2.15123 -0.62546 -0.30766
C -0.97430 -0.43750 -1.12804
N -0.10893 -0.45127 -1.87687
H -2.36715 -1.69620 -0.24904
H -2.91034 0.02622 -0.70806
H -1.85096 -0.33004 0.72020
C 0.71587 -3.36219 -0.05326
C 0.48785 -2.36386 1.03698
N 0.23322 -1.70161 1.92295
H 1.54936 -2.95128 -0.63078
H -0.13780 -3.40440 -0.69955
H 0.84582 -4.39480 0.28619

Arrangement B

24
Properties=species:S:1:pos:R:3 method="wB97M-V/def2-TZVPD" multiplicity=1 total_charge=0 homo_energy_ev=-8.28
C -1.96296 0.79047 -1.14040
C -1.27434 1.42451 0.07740
C -1.34147 -0.68065 1.26524
C -2.05806 -1.20592 -0.02810
C 0.70742 0.22493 0.39651
C 1.71724 1.28146 0.21033
C 2.95846 0.82590 -0.13125
C 3.05868 -0.57256 -0.43434
H -2.41433 1.66085 -1.72543
H -1.34885 0.12298 -1.88233
H -0.45015 2.00473 -0.38157
H -1.96185 2.13918 0.63050
H -0.56803 -1.35893 1.75162
H -2.19763 -0.45177 2.01664
H -2.71348 -1.98304 0.39204
H -1.29754 -1.44396 -0.63873
H -3.56667 -0.62075 -1.24347
H 1.60836 2.31060 0.58816
H 3.90402 1.29364 0.14627
H 3.92360 -1.12038 -0.78554
N -0.58947 0.52214 0.97804
N -2.93189 -0.23601 -0.57362
N 2.10784 -1.45142 -0.52389
N 0.87820 -0.98929 0.09652

Which one sits at the top of the stability order? arrangement A does.

Arrangement A

12
Properties=species:S:1:pos:R:3 method="wB97M-V/def2-TZVPD" multiplicity=1 total_charge=0 homo_energy_ev=-11.18
C 1.00085 0.30922 0.02293
C 0.08922 -0.64349 0.78792
C -1.02931 0.37330 0.23450
C -0.07116 0.41788 -1.00951
H 0.99700 1.28174 0.78082
H -0.18314 -1.62918 0.09895
H 0.07613 -0.91339 1.88963
H -1.29515 1.39089 0.57343
H -0.43289 -0.57766 -1.51999
H -0.18941 1.29043 -1.34904
F 2.40748 -0.05809 -0.18575
F -2.28639 -0.34016 0.10920

Arrangement B

12
Properties=species:S:1:pos:R:3 method="wB97M-V/def2-TZVPD" multiplicity=1 total_charge=0 homo_energy_ev=-9.82
C 1.22363 0.60108 -1.53054
C 0.27284 -0.06263 -0.57559
C -0.60097 0.32640 0.39616
C -1.14089 -0.59127 1.58451
H 0.71458 0.64831 -2.62172
H 2.10251 -0.13611 -1.58313
H 1.47176 1.74585 -1.44673
H 0.41743 -1.10161 -0.66307
H -0.64394 1.32394 0.83346
H -0.27831 -1.01123 2.29473
F -2.23325 0.07717 2.18255
F -1.30538 -1.81991 1.12937

Which one sits at the top of the stability order? arrangement B does.

Arrangement A

24
Properties=species:S:1:pos:R:3 method="wB97M-V/def2-TZVPD" multiplicity=1 total_charge=0 homo_energy_ev=-8.13
C -0.58808 0.45044 -2.01926
C 0.41768 1.47310 -2.03308
N -0.57761 -0.58222 -2.90931
H 0.29822 -0.81259 -3.35375
H -1.18327 -1.36888 -2.73711
H -1.54511 0.63360 -1.54527
H -0.14574 -0.22337 -0.60563
H 1.13774 1.21422 -1.08961
H 0.03385 2.46498 -1.80852
H 1.05296 1.46582 -2.91835
C 0.19591 0.74910 2.60250
C 0.84261 -1.68509 0.62683
N -0.39696 0.44273 1.30804
C 0.54450 -0.19748 0.35721
N -1.62067 -0.28434 1.38294
O 1.60015 0.53064 0.10430
H -1.57600 -1.01517 2.09845
H -2.34950 0.36357 1.66051
H 0.36185 -0.15021 3.22143
H 1.15187 1.24265 2.43455
H -0.46079 1.42569 3.15443
H -0.06646 -2.28236 0.71597
H 1.44670 -2.07629 -0.19233
H 1.42615 -1.77856 1.54504

Arrangement B

24
Properties=species:S:1:pos:R:3 method="wB97M-V/def2-TZVPD" multiplicity=1 total_charge=0 homo_energy_ev="-7.38 / -7.38"
C 1.50044 -0.60185 -0.51610
C -0.40250 -1.64469 0.27237
C 0.99196 0.13112 -1.70752
C -0.98131 -2.24203 -1.00450
N 2.03532 0.12075 0.47371
H 1.89772 -1.60085 -0.64355
H 2.34380 -0.35662 1.30743
H 1.68297 1.07048 0.61353
H -1.20252 -1.59197 1.02255
H 0.30133 -2.33069 0.75116
H 0.67547 -0.55318 -2.48879
H 1.77255 0.78561 -2.10472
H 0.14723 0.76325 -1.41588
H -1.59271 -1.50731 -1.53545
H -1.61374 -3.11157 -0.80169
H -0.20242 -2.57458 -1.69598
N -0.29181 3.46585 1.18998
C -0.78324 1.08231 0.95726
O 0.06094 2.13362 0.66724
N -1.78803 1.30489 1.69567
H -0.80542 3.26303 2.05226
H -1.02509 3.78954 0.55772
H -2.30414 0.44930 1.88082
H -0.41678 -0.24439 0.47249

Which one sits at the top of the stability order? arrangement A does.

Arrangement A

18
Properties=species:S:1:pos:R:3 method="wB97M-V/def2-TZVPD" multiplicity=1 total_charge=+2 homo_energy_ev=-15.84
C 0.58604 -0.48779 -0.94824
C -1.92846 -1.48640 2.31790
C 1.26269 1.34524 -2.16549
C 0.44102 0.53361 -0.09199
N 1.05624 -0.08644 -2.14412
N -1.25050 -1.91919 3.28128
N -2.41962 -1.07718 1.34499
N 0.92043 1.77229 -0.76572
H 0.36275 -1.52271 -0.77004
H 2.29907 1.59897 -2.41535
H 0.59272 1.83237 -2.88889
H 0.10842 0.59018 0.91926
H -1.14224 -2.92800 3.42448
H -0.88380 -1.31196 4.01185
H 1.30969 -0.67650 -2.91799
H -3.26009 -0.83591 0.84774
H 1.74298 2.15093 -0.27991
H 0.20267 2.50848 -0.75975

Arrangement B

18
Properties=species:S:1:pos:R:3 method="wB97M-V/def2-TZVPD" multiplicity=1 total_charge=+2 homo_energy_ev=-17.44
C 1.17577 1.29787 0.55781
C 0.65134 -0.46756 -1.03284
C -0.51939 -0.18360 -1.53677
C -1.10181 0.61731 0.74000
N 0.06567 0.98288 1.27082
N 1.52680 0.46684 -0.37241
N 1.08485 -1.73352 -1.04028
N -1.88815 -0.25995 1.37104
H 1.81664 2.06248 0.93613
H -0.86638 0.80059 -1.93304
H -0.87635 -1.03762 -2.14270
H -1.61832 1.30028 0.14397
H 0.13402 1.15175 2.36628
H 2.48252 0.37835 -0.71565
H 0.41433 -2.39850 -1.39451
H 1.87692 -2.03445 -0.53706
H -1.51222 -0.78390 2.22304
H -2.84626 -0.15924 1.09619

Arrangement C

18
Properties=species:S:1:pos:R:3 method="wB97M-V/def2-TZVPD" multiplicity=1 total_charge=+2 homo_energy_ev=-17.08
C -2.46777 2.02705 -4.54994
C 0.39099 -1.40764 0.58211
C 1.78352 -1.65977 0.96771
C 0.05759 1.80270 0.99788
N 0.12264 -0.23372 0.11940
N -1.99236 1.96887 -3.51007
N -0.49591 -2.36985 0.77950
N 0.06315 0.95825 -0.09199
H -2.99953 1.88271 -5.59977
H 2.20741 -2.63311 0.88303
H 1.95070 -1.48566 2.07337
H 2.31014 -0.92091 0.46165
H 0.74912 2.64479 0.95223
H -1.02884 2.27814 0.92423
H 0.41403 1.29299 1.94319
H -0.27828 -3.32129 0.88675
H -1.51779 -2.16579 0.74846
H -1.72070 1.69519 -2.57703

Which one sits at the top of the stability order? arrangement A does.

Arrangement A

16
Properties=species:S:1:pos:R:3 method="wB97M-V/def2-TZVPD" multiplicity=1 total_charge=0 homo_energy_ev=-8.73
C -0.95775 -0.46099 -0.06261
C 0.06895 0.40800 -0.93277
C 1.24347 -0.51295 -0.69630
C -0.08651 0.05500 1.10957
C 0.10882 1.37602 0.30938
H -3.13781 -0.40225 -0.05080
H -1.14226 -1.59910 -0.53500
H -0.21779 0.83649 -1.94843
H 2.34011 -0.17910 -1.00929
H 1.00994 -1.55177 -1.03435
H 1.29550 -1.55739 0.87555
H -0.25057 -0.16706 2.24735
H -0.76732 2.02372 0.36035
N 1.31338 -0.49618 0.74684
O -2.14494 0.19041 0.34713
F 1.32479 2.03715 0.27339

Arrangement B

16
Properties=species:S:1:pos:R:3 method="wB97M-V/def2-TZVPD" multiplicity=1 total_charge=0 homo_energy_ev=-8.95
C 0.26583 0.48219 0.44222
C -0.89451 -0.16184 1.42119
C -2.02483 -0.43977 0.10314
C 0.24409 -0.56990 -0.56276
C 1.49939 0.23362 -0.25288
H -0.90150 1.30977 -0.79374
H -1.51708 0.41658 2.11641
H -0.62787 -1.22865 1.77048
H -2.77211 0.36238 -0.09995
H -2.68886 -1.31221 0.11124
H -1.45083 -1.10468 -1.82226
H 0.48422 -1.63336 -0.24993
H 2.07027 0.91976 -0.94229
N -1.09431 -0.38562 -1.14158
O -0.17176 1.63849 -0.15185
F 2.43313 -0.60044 0.24560

Which one sits at the top of the stability order? arrangement A does.